56
Properties=species:S:1:pos:R:3 method="wB97M-V/def2-TZVPD" homo_lumo_gap_ev=2.032 homo_ha=-0.23869 e_tot_ev=-42283.668 relative_energy_kj_mol=0.00
C -1.631 2.055 -2.757
C 2.747 1.290 -2.549
O 1.870 -1.822 2.671
C -3.634 -0.560 1.161
C 0.790 -0.333 0.808
C 6.482 -0.071 -1.591
C -3.588 2.940 -1.650
O 3.050 -1.581 0.566
H -3.725 1.762 -3.438
H 0.421 -2.619 1.377
H 3.429 3.328 -2.768
H -4.506 -0.901 3.148
C -3.832 -2.744 2.240
H -2.720 -3.074 -0.973
H 0.801 0.747 2.736
C -3.936 -3.511 3.550
B 2.733 -1.113 1.847
H 1.214 -2.220 -0.238
C -2.866 3.031 -0.445
H -4.499 3.539 -1.808
H -3.360 3.289 0.511
C 5.164 0.592 -2.002
H 7.388 0.580 -1.554
H -0.236 -1.483 2.646
H -3.500 -4.505 1.003
F -2.906 -3.119 4.368
H 1.942 -0.843 -1.178
C -3.451 -3.408 1.090
H 1.458 1.712 1.301
C 3.707 2.269 -2.661
H -1.179 1.818 -3.730
O 3.955 0.030 -2.081
H -0.904 0.935 0.472
H 5.928 2.621 -2.501
C 1.444 0.718 1.786
C 0.472 1.460 -1.189
H 6.731 -0.839 -2.336
H -3.738 0.510 1.182
C -4.014 -1.358 2.278
F -5.076 -3.237 4.244
F -3.846 -4.864 3.428
C -3.028 2.172 -2.686
C 1.738 -1.242 -0.150
H 6.396 -0.549 -0.606
C -3.064 -2.578 -0.051
H -0.739 -0.356 -0.684
C -0.866 2.191 -1.576
C 5.104 1.912 -2.418
O 2.840 0.320 2.129
C -0.168 0.380 -0.140
C 0.535 -1.602 1.869
H -0.876 3.378 0.326
C -3.040 -1.249 0.160
C -1.475 2.955 -0.532
H 0.981 2.232 -0.610
H 1.081 1.015 -1.996


59
Properties=species:S:1:pos:R:3 method="wB97M-V/def2-TZVPD" homo_lumo_gap_ev=5.057 homo_ha=-0.23650 e_tot_ev=-258505.484 relative_energy_kj_mol=5.62
C -5.053 4.305 -2.830
H -2.300 -0.305 4.005
C 3.449 -0.282 2.843
C 1.894 -1.747 -5.372
C 2.561 -0.272 -3.104
P -1.482 -0.765 1.766
C -2.741 -0.724 3.100
H 1.610 1.619 4.328
H -2.888 -2.570 0.788
H -1.847 -3.589 2.360
H 1.497 -0.009 5.034
H 2.828 -2.597 3.490
C -6.085 4.810 -0.869
Br -0.898 -1.836 -4.841
Br 4.515 -1.996 -6.402
H 5.701 -0.602 -4.371
Se -2.775 2.494 0.148
O 0.267 -0.230 -2.494
H -5.038 4.407 -3.909
C 0.986 -1.764 2.749
C 1.797 -2.793 3.234
C -5.149 4.105 -0.128
Rb 0.432 1.111 -0.394
C 5.165 0.416 -2.570
H 4.271 1.345 -0.838
N -1.396 4.052 -0.067
C -2.387 -1.663 0.451
C -0.818 -3.357 2.601
C -4.062 3.576 -2.186
C -0.004 -4.367 3.082
N -6.048 4.912 -2.194
H 1.973 -4.856 3.766
C -4.110 3.476 -0.802
H -3.139 -0.987 0.040
H 1.611 -2.319 -6.245
C 1.146 -0.603 -3.317
H -1.697 -1.912 -0.358
C 4.088 0.770 -1.742
C 1.316 -4.081 3.395
C -0.343 -2.058 2.417
H -3.282 3.089 -2.757
H 3.868 -0.904 2.052
C 3.577 -0.677 -4.007
H -0.396 -5.367 3.207
H 3.707 -0.705 3.815
H -3.146 -1.710 3.333
H -6.914 5.301 -0.372
H 3.913 0.703 2.771
O -0.315 3.787 0.255
H 6.170 0.716 -2.307
H -3.557 -0.070 2.787
P 1.652 -0.053 2.574
C 0.899 -1.348 -4.482
C 3.205 -1.424 -5.150
H -5.229 4.055 0.949
C 4.905 -0.307 -3.702
N 2.841 0.445 -1.991
C 1.171 0.627 4.210
H 0.086 0.732 4.254